A molecular structure, C24H43Cl2N4O4SSiY. Source: the Open Molecules 2025 dataset; level of theory: ωB97M-V/def2-TZVPD.

Structure (XYZ):
```
80
Properties=species:S:1:pos:R:3:forces:R:3:mulliken_charge:R:1
C -2.21328 -0.49881 -4.69695 0.069 -0.315 0.180 -1.723
C -1.34889 -1.34790 -3.79426 -0.510 -1.603 1.467 1.493
H -1.56337 0.09280 -5.33530 -0.010 0.330 -0.149 0.279
H -2.88801 0.12661 -4.12156 0.051 0.391 0.080 0.414
H -2.83942 -1.12162 -5.34220 0.204 -0.056 0.080 0.322
C -0.72302 -2.50013 -4.30918 -0.016 -0.710 0.905 -0.593
C -0.35351 -2.71591 -5.71181 0.362 -0.166 -1.358 -1.552
H -0.41593 -3.33145 -3.65761 -0.250 0.677 0.004 0.192
H 0.20264 -1.88354 -6.18878 0.065 -0.146 0.033 0.268
H -1.14166 -2.95977 -6.44417 -0.398 0.153 0.022 0.312
H 0.28401 -3.61110 -5.77194 0.122 0.295 -0.015 0.374
Y 0.34276 1.09146 1.86014 0.225 0.005 1.918 0.856
Cl -2.16134 1.41030 2.38742 0.145 0.160 -0.396 -0.512
C -0.53179 -1.88888 2.51878 0.975 0.099 0.004 0.053
O 0.26376 -1.09471 1.93564 -0.759 -0.641 0.186 0.059
N -0.08208 -3.00779 3.05650 -0.215 0.650 -0.280 0.424
C 1.33546 -3.31986 2.98823 0.197 -0.413 -0.001 -0.969
C -0.97430 -3.92708 3.73646 0.029 -0.140 0.038 -0.874
H -1.59115 -1.63752 2.64069 0.121 -0.141 -0.100 0.334
H 1.91871 -2.43441 2.72885 -0.247 -0.167 0.100 0.208
H 1.51955 -4.10599 2.24949 -0.101 0.130 -0.033 0.262
H 1.65252 -3.70379 3.95697 0.011 0.094 0.073 0.416
H -1.95855 -3.45494 3.79885 0.133 -0.262 0.086 0.294
H -0.57976 -4.13533 4.73941 -0.208 0.120 -0.179 0.327
H -1.04099 -4.87186 3.18401 -0.048 0.212 0.040 0.310
H 1.15552 2.92923 5.79899 -0.037 0.028 -0.189 0.350
H -1.32416 4.06733 5.47407 0.279 0.140 -0.140 0.185
C 1.52467 3.60357 5.02286 -0.163 -0.109 0.322 -0.951
C -0.67399 4.80791 4.98469 -0.167 0.126 0.357 -0.756
N 0.39542 4.14244 4.26018 0.065 0.053 -1.508 0.283
H 2.20918 3.05171 4.37718 -0.227 0.223 0.052 0.258
C 0.28353 4.00317 2.93974 0.576 -0.844 0.976 0.418
O 1.02967 3.23111 2.25540 -0.596 0.705 0.305 -0.720
H -1.27763 5.40491 4.29390 0.160 -0.075 0.150 0.298
H -0.53584 4.56694 2.46543 0.223 -0.223 0.160 0.160
H 2.04057 4.42687 5.53001 -0.053 0.001 -0.269 0.357
H -0.22161 5.44911 5.74316 -0.163 0.074 -0.048 0.302
H 1.50815 0.72859 -2.76924 0.056 -0.286 0.119 0.028
H 2.31824 -2.35457 -2.83916 -0.048 0.208 0.038 0.351
C 2.52242 0.52253 -2.40693 -0.278 0.204 -0.131 -0.835
C 3.05703 -1.89323 -2.17442 -0.168 -0.174 -0.244 -0.998
N 2.55133 -0.66318 -1.56407 0.458 0.229 1.799 0.400
H 2.89215 1.39306 -1.85849 0.061 -0.167 -0.013 0.331
C 2.42184 -0.58429 -0.21896 0.088 0.175 -1.122 0.271
O 2.24612 0.46603 0.44440 -0.241 -0.346 -0.171 -0.839
H 3.32762 -2.61142 -1.39887 -0.013 0.079 -0.063 0.313
H 2.48039 -1.55724 0.28884 0.014 0.132 -0.108 0.252
H 3.15387 0.30405 -3.26657 0.019 0.259 0.008 0.356
H 3.93324 -1.66173 -2.78747 0.013 0.009 0.272 0.434
O -0.57566 -0.50861 -2.79553 0.896 1.271 0.376 -0.120
C -1.60546 -1.26219 -2.20691 -0.435 0.171 -1.530 -1.528
C 0.04143 -2.89347 -1.20872 -0.104 -0.226 0.472 0.354
C -1.27624 -2.41654 -1.34128 -0.280 -0.209 0.063 0.574
H 0.85103 -2.30936 -1.64826 -0.719 -0.355 0.066 0.458
C 0.30844 -4.09091 -0.52459 -0.573 0.511 -0.057 -0.794
H -2.44445 -0.62396 -1.85245 0.270 -0.581 -0.122 0.548
C -2.33809 -3.13656 -0.73170 0.624 0.405 -0.465 -0.693
H 1.33675 -4.46454 -0.44160 -0.411 0.092 -0.072 0.446
C -0.75764 -4.80124 0.04691 0.197 -0.015 0.265 -0.800
C -2.06438 -4.30736 -0.03135 -0.275 0.101 -0.056 -0.615
H -3.36698 -2.77213 -0.88759 0.569 -0.250 0.268 0.407
H -0.56603 -5.74075 0.56850 -0.054 0.189 -0.139 0.481
H -2.91011 -4.83132 0.43201 0.490 0.000 -0.179 0.396
Si -0.31787 3.32080 -1.57951 0.057 0.306 1.803 0.754
Cl -0.49198 1.15751 -0.51080 -0.293 1.827 -2.544 0.022
C 1.17764 4.23296 -0.87923 0.331 -0.106 -0.288 -0.964
C -1.73624 4.14945 -0.69092 -0.369 -0.058 -0.110 -1.133
C -0.37118 3.52289 -3.41042 -0.090 -0.447 -0.520 -1.087
H 1.50747 3.86645 0.10158 -0.005 0.072 -0.364 0.135
H 0.84609 5.28347 -0.73456 0.068 -0.563 -0.138 0.415
H 2.01991 4.26900 -1.58909 -0.150 -0.168 0.360 0.363
H 0.51079 3.11960 -3.92899 -0.343 0.010 0.153 0.337
H -0.37648 4.61846 -3.58175 0.012 -0.386 0.287 0.388
H -1.28841 3.11814 -3.85874 0.318 -0.013 0.058 0.347
H -2.12795 3.53844 0.12971 -0.069 0.034 -0.188 0.261
H -2.54235 4.38336 -1.39690 -0.030 -0.106 0.255 0.361
H -1.38597 5.10034 -0.26104 -0.042 -0.260 -0.205 0.343
S -1.73701 1.43998 6.30624 -0.117 0.018 0.246 -0.420
C -0.63809 1.14334 5.17542 1.694 -0.428 -1.681 0.423
N 0.18895 0.95300 4.32921 -0.975 0.187 0.733 -0.877
```
Positions in Å, forces in eV/Å.

As for the spin multiplicity: 1. For the LUMO energy (alpha / beta), the calculation gives -0.13 / -0.13 eV. The maximum force is 3.15 eV/Å. The gap between HOMO and LUMO (alpha / beta) comes out at 3.58 / 3.58 eV. Its relative energy (zero: lowest compared OMol25 entry of this formula, charge and spin) is 580.9 kJ/mol. Its energy is -3106.78439 hartree.

***

C5H5Cl in the gas phase. Source: the Open Molecules 2025 dataset; level of theory: ωB97M-V/def2-TZVPD.

Structure (XYZ):
```
11
Properties=species:S:1:pos:R:3:forces:R:3:mulliken_charge:R:1
C -2.38872 0.15446 -0.70540 2.032 -0.842 0.064 -0.020
C 0.20938 0.32362 -1.07857 0.963 0.021 0.460 -0.336
C -1.16606 0.06239 -0.74714 -2.180 1.556 -1.363 -0.610
C 1.13587 -0.01139 -0.14978 -0.725 0.519 0.100 0.374
C 0.68882 -0.34431 1.34767 -0.269 -1.802 -3.683 -0.692
Cl 2.77296 0.26857 -0.73494 -0.081 -0.254 1.021 -0.212
H 0.57131 0.88431 -2.01351 -1.096 -1.293 1.313 0.293
H -3.44028 -0.01141 -0.66423 0.013 0.161 0.088 0.432
H 0.86318 0.55366 1.88748 -0.110 0.462 0.875 0.274
H 1.14987 -1.26687 1.74188 0.148 0.765 -0.018 0.287
H -0.39633 -0.61304 1.11655 1.304 0.709 1.143 0.209
```
Positions in Å, forces in eV/Å.

As for the spin multiplicity: 1. As for the SMILES: C#C/C=C(\C)Cl. For the LUMO energy, the calculation gives 0.78 eV. The maximum force is 4.11 eV/Å. The gap between HOMO and LUMO comes out at 9.70 eV. Its relative energy (zero: lowest compared OMol25 entry of this formula, charge and spin) is 213.1 kJ/mol. Its energy is -653.59962 hartree.

***

8 unconnected molecules or ions with the total composition C12H40N4O8. Source: the Open Molecules 2025 dataset; level of theory: ωB97M-V/def2-TZVPD.

Structure (XYZ):
```
64
Properties=species:S:1:pos:R:3:forces:R:3:mulliken_charge:R:1
C 3.78259 -1.94259 1.47304 -1.648 -1.320 -1.397 -1.401
C 2.78694 -0.85403 1.81398 0.931 0.809 -0.845 0.232
O 1.53157 -1.37231 2.15334 -0.811 0.413 0.671 -0.607
H 3.45811 -2.58402 0.56183 0.305 1.170 1.480 0.225
H 3.77365 -2.60860 2.30467 0.526 -0.710 0.641 0.351
H 4.76683 -1.59950 1.24593 0.632 0.510 0.104 0.376
H 2.67269 -0.22302 0.92936 0.012 0.367 0.025 0.011
H 3.09554 -0.23612 2.66398 0.536 -0.011 -0.257 0.478
H 1.09486 -0.66854 2.66141 -0.154 -0.610 -0.292 0.226
C 1.47840 -1.78242 -1.80281 0.460 -0.715 0.119 -1.067
C 0.36952 -0.82273 -1.41689 2.243 1.552 1.813 0.672
O -0.40796 -1.38125 -0.37989 -0.777 -1.392 -1.057 1.164
H 2.09048 -1.92001 -0.88949 -0.377 -0.274 -0.457 -0.049
H 2.21469 -1.39029 -2.55167 -1.042 -0.220 0.328 0.298
H 1.07504 -2.78588 -2.09100 0.504 0.860 -0.038 0.263
H -0.08722 -0.25742 -2.21508 -0.911 -0.555 -0.261 0.130
H 0.85399 -0.06395 -0.77920 0.554 0.677 -1.070 -0.379
H -1.10700 -0.78863 -0.14047 -0.419 0.943 0.398 -0.625
C 0.62993 2.35967 -3.15543 1.007 0.164 1.116 -0.567
C 1.38379 3.40295 -2.30115 0.429 -1.279 -0.673 -0.417
O 0.51667 4.33304 -1.69663 -0.744 1.056 0.712 -0.595
H 0.26555 2.81144 -4.02026 -0.532 0.857 -1.744 0.484
H -0.24548 2.00525 -2.64058 -0.214 -0.405 0.563 -0.141
H 1.26137 1.51779 -3.45522 -0.014 0.136 0.191 0.290
H 2.14445 3.93706 -2.84236 0.246 0.234 -0.764 0.434
H 2.00065 2.84931 -1.55710 -0.947 0.622 0.254 0.181
H 0.03784 4.98307 -2.27339 1.196 -1.313 0.188 0.298
C 0.63063 1.91331 1.39666 -1.189 -1.073 -1.943 1.332
C -0.29759 2.87946 2.05299 -0.375 -0.410 0.356 -0.582
O 0.17208 2.98221 3.39234 -0.603 0.098 0.642 -0.530
H 0.43189 1.93279 0.33294 -0.188 -0.012 -0.629 -0.591
H 0.54946 0.83545 1.58499 -0.158 0.511 0.602 -1.059
H 1.61613 2.27653 1.46638 1.378 0.251 0.518 0.510
H -1.40625 2.59070 2.05709 1.572 0.431 -0.217 0.024
H -0.09861 3.84186 1.55115 -0.759 -0.205 0.074 0.450
H 0.54983 3.85103 3.44011 0.307 0.478 0.562 0.349
C -2.50337 2.36840 -0.63650 2.184 -6.629 -1.749 0.223
O -1.98745 1.12336 -0.87467 -1.561 5.568 1.032 -0.303
N -3.76286 2.54868 -0.44006 -7.312 -0.760 0.629 -0.456
N -1.87578 3.50295 -0.66095 1.848 1.759 0.072 -0.206
H -4.51875 1.85282 -0.69241 2.018 0.680 0.546 0.279
H -4.22247 3.41385 -0.09281 1.261 -0.873 -0.476 0.180
H -0.89593 3.47079 -0.81023 0.910 0.475 -0.227 0.086
H -2.37224 4.36630 -0.86321 0.339 -0.543 0.195 0.194
C 0.87516 -4.68779 0.95368 2.039 -5.836 -3.279 0.348
O 1.26170 -5.97134 0.59232 -2.044 5.994 1.962 -0.775
N 0.10246 -3.92952 0.17742 -0.948 -0.235 -0.730 -0.060
N 1.32881 -4.04615 2.00200 2.099 1.399 3.069 -0.302
H -0.21954 -4.32206 -0.67348 -0.171 -0.651 -0.456 0.243
H -0.05604 -2.92605 0.21668 0.253 -0.224 0.527 -0.067
H 2.15529 -4.43501 2.48852 -1.153 0.017 -0.636 0.275
H 1.28327 -2.98864 2.07292 -0.210 -1.893 -0.254 0.284
C -2.76760 -1.72699 -2.63188 0.698 0.981 0.177 -0.381
O -3.34303 -1.37649 -1.39504 -0.561 0.081 0.335 -0.545
H -2.28425 -0.82871 -3.04890 0.002 -0.277 -0.179 0.099
H -3.49929 -2.06077 -3.36072 -0.245 -0.243 0.243 0.334
H -2.00238 -2.46624 -2.43536 0.245 -0.473 -0.436 0.072
H -2.74127 -0.73623 -0.98126 -0.570 0.110 -0.262 0.367
C -1.98443 -1.67418 2.20508 -0.675 -1.163 2.955 -0.970
O -1.74221 -0.29821 1.99021 0.803 0.530 0.962 -0.372
H -1.15496 -2.40085 2.24448 0.370 0.809 -0.594 0.239
H -2.76154 -2.13470 1.61027 -0.159 0.535 -0.633 0.271
H -2.35083 -1.70533 3.26465 -0.142 -0.535 -0.733 0.456
H -1.54550 0.04650 2.90569 -0.297 -0.238 -1.773 0.314
```
Positions in Å, forces in eV/Å.

As for the spin multiplicity: 1. As for the SMILES: NC(N)=O.NC(N)=O.CCO.CCO.CCO.CCO.CO.CO. For the LUMO energy, the calculation gives -0.12 eV. The maximum force is 7.38 eV/Å. The gap between HOMO and LUMO comes out at 7.90 eV. Its relative energy (zero: lowest compared OMol25 entry of this formula, charge and spin) is 277.6 kJ/mol. Its energy is -1302.02969 hartree.